62
Properties=species:S:1:pos:R:3:forces:R:3:nbo_charge:R:1 method="wB97M-V/def2-TZVPD" homo_energy_ev=-1.12 max_force_ev_per_a=0.874 charge=-2 total_energy_ev=-103441.7421
Cs -0.649278 -2.089930 0.254726 0.744 0.347 0.297 0.937
O 0.877858 -2.836410 -4.423619 0.240 -0.080 0.092 -0.684
C 0.386208 -3.422130 -3.311928 -0.440 -0.183 -0.027 0.779
O 1.059366 -3.761744 -2.379449 0.064 0.230 -0.089 -0.579
C -1.109103 -3.647173 -3.440739 -0.184 -0.044 0.008 -0.162
O -1.710600 -3.486992 -2.198122 -0.015 -0.029 0.118 -0.542
C -3.086299 -3.872075 -2.201924 -0.079 0.012 -0.149 -0.189
C -3.804514 -3.599532 -0.856691 0.069 -0.016 -0.190 0.762
O -5.009306 -3.890358 -0.890699 0.006 -0.011 0.072 -0.750
O -3.098915 -3.131908 0.061330 -0.600 -0.199 0.051 -0.811
H 1.827841 -2.721950 -4.266671 -0.002 0.024 -0.031 0.493
H -1.258899 -4.674095 -3.812424 0.115 0.012 -0.071 0.185
H -1.526887 -2.963827 -4.189587 0.059 0.039 0.008 0.187
H -3.170313 -4.943099 -2.423164 0.049 0.000 -0.025 0.169
H -3.623763 -3.321317 -2.982875 0.031 0.001 -0.017 0.170
C 3.945078 4.429119 -0.315483 -0.015 -0.008 -0.010 -0.621
C 3.225740 3.184549 0.152682 0.018 0.005 0.005 0.018
C 3.621346 2.568618 1.332635 0.026 0.025 -0.014 -0.370
C 2.941176 1.412287 1.746072 -0.011 -0.036 0.032 0.015
C 3.368257 0.684351 2.996989 0.009 0.014 -0.018 -0.625
C 1.902706 0.924789 0.993660 -0.033 0.021 -0.085 -0.335
C 1.434146 1.518932 -0.236201 0.102 0.090 0.005 0.311
C 2.178697 2.690142 -0.613917 -0.029 -0.058 0.010 -0.416
N 0.400134 0.912578 -0.809930 -0.070 -0.160 -0.003 -0.739
C -0.305831 1.278700 -2.022318 -0.004 0.073 0.010 0.096
C 0.044716 2.578278 -2.772318 0.011 -0.018 0.016 -0.630
C -1.797418 1.372981 -1.658234 0.034 -0.015 -0.036 -0.601
C -0.130546 0.123776 -3.022286 0.006 0.011 0.018 -0.593
H 4.756055 4.692765 0.365879 0.003 0.001 0.002 0.195
H 3.262685 5.281683 -0.374452 0.003 0.002 -0.003 0.197
H 4.373221 4.286875 -1.311691 -0.002 0.005 -0.001 0.196
H 4.440462 2.971688 1.919746 -0.003 -0.013 0.014 0.177
H 3.910497 1.348609 3.672972 -0.009 0.002 0.008 0.193
H 4.028180 -0.152689 2.756582 0.007 0.005 0.007 0.212
H 2.514928 0.269079 3.534277 0.004 -0.012 -0.002 0.221
H 1.388592 0.027496 1.325719 0.021 0.008 0.029 0.182
H 1.942067 3.229017 -1.516913 0.022 0.010 0.016 0.183
H -0.045947 3.447558 -2.120125 0.000 0.004 -0.009 0.207
H -0.654893 2.704806 -3.605042 -0.003 0.000 -0.002 0.186
H 1.053976 2.549725 -3.185388 -0.005 0.005 -0.007 0.199
H -1.963424 2.232556 -1.004481 -0.013 0.000 0.001 0.201
H -2.109199 0.484689 -1.109640 -0.040 -0.013 0.011 0.220
H -2.424991 1.480435 -2.550454 -0.014 0.011 0.009 0.175
H 0.928761 0.001975 -3.260371 -0.002 0.001 -0.022 0.198
H -0.691038 0.293781 -3.948524 0.011 -0.025 -0.016 0.180
H -0.485244 -0.804802 -2.569997 -0.023 -0.029 -0.021 0.188
Se 0.498248 -3.980756 4.128253 0.056 0.111 0.043 -0.490
C 1.786005 -3.472441 5.330999 -0.109 -0.047 -0.112 0.057
N 2.597208 -3.169415 6.105023 0.012 0.009 0.016 -0.552
C -1.166097 0.835945 3.453383 0.026 0.008 -0.015 -0.433
C -2.433298 0.126579 3.926181 -0.019 0.059 -0.029 -0.431
C -2.832286 -0.624887 2.663547 0.094 -0.022 0.186 -0.064
O -2.431559 0.195998 1.561821 0.021 -0.057 0.107 -0.561
C -1.538851 1.223587 2.029219 -0.025 0.029 0.025 -0.088
H -0.323252 0.140446 3.455998 -0.003 -0.008 -0.002 0.219
H -0.894138 1.700603 4.058931 0.020 -0.005 -0.002 0.207
H -3.200778 0.856831 4.200841 0.005 -0.001 0.007 0.181
H -2.264428 -0.546597 4.765909 -0.006 0.000 0.000 0.224
H -3.897118 -0.840722 2.584886 0.002 0.006 -0.074 0.189
H -2.287873 -1.574388 2.642376 -0.103 -0.091 -0.072 0.169
H -2.074351 2.182120 2.020763 -0.009 -0.006 -0.036 0.147
H -0.693719 1.285296 1.344258 -0.024 0.007 -0.034 0.240


76
Properties=species:S:1:pos:R:3:forces:R:3:mulliken_charge:R:1 method="wB97M-V/def2-TZVPD" homo_energy_ev=-12.41 max_force_ev_per_a=5.681 charge=+1 total_energy_ev=-138589.2022
C 1.555490 -2.018945 1.798424 0.262 -0.261 0.185 -0.850
C 0.642441 -2.222772 0.463159 0.080 0.499 1.530 -0.151
C -0.658653 -1.260848 0.630481 0.464 -2.265 1.402 -0.497
O -0.286194 0.142123 0.571373 -0.827 0.361 -2.069 -0.368
C -0.467929 0.711426 -0.729701 0.490 -1.398 -0.987 -0.476
C 0.882167 0.983499 -1.555773 0.718 -1.518 -0.172 -0.356
O 1.276597 2.369756 -1.672388 -1.515 -0.188 1.544 -0.571
C 1.136968 3.082763 -0.391027 0.967 -0.587 -0.331 1.035
C 2.189825 2.432810 0.619889 1.348 -0.343 0.972 -0.249
C 3.699935 2.429338 0.011555 -0.008 0.509 -0.436 -0.300
O 4.307980 3.754210 0.104768 -0.808 -1.209 -0.317 -0.586
C 4.674436 1.425106 0.809338 -0.229 1.634 -0.937 0.555
F 4.821761 1.945471 2.115649 -0.008 -2.147 -2.750 -0.279
F 5.913044 1.419473 0.127623 -2.582 -0.378 2.114 -0.251
F 4.131543 0.116269 0.761774 1.210 2.884 1.029 -0.099
N 1.492471 4.513320 -0.750963 -0.745 1.093 4.781 -0.717
C 1.545096 5.267735 0.299480 2.631 0.245 -0.500 0.380
S 2.086365 6.225158 1.556326 -1.832 -2.566 -3.567 -0.073
C -0.395980 3.097442 0.103513 -0.122 1.702 0.488 -0.819
C -0.623953 3.119304 1.688431 -0.608 0.090 1.183 0.066
C -1.776477 4.170635 2.159317 -4.249 -2.017 0.763 0.017
O -2.947968 3.780032 2.416642 5.332 1.531 -1.224 -0.471
Br -1.423475 6.105445 2.408911 0.049 -1.475 -0.359 -0.099
N -1.197512 2.015601 -0.618528 -0.163 0.164 0.043 0.015
C -2.609281 1.883913 -0.108770 -2.845 0.939 0.108 -0.683
C -3.612889 1.204728 -1.197647 0.480 0.988 -0.368 -0.469
C -5.104827 1.829551 -1.055978 0.946 0.437 0.300 -0.351
F -5.067223 3.237090 -1.447721 0.279 -2.132 0.543 -0.322
H 1.469286 -0.968353 2.241053 0.067 -1.328 -0.770 0.142
H 2.669588 -2.209381 1.600830 -1.678 0.259 0.134 0.199
H 1.253431 -2.751969 2.634712 0.293 1.117 -1.379 0.362
H 1.280960 -1.959046 -0.444075 -1.108 -0.505 0.986 0.177
H 0.325677 -3.331290 0.481283 0.360 1.847 -0.500 0.372
H -1.018758 -1.449708 1.714558 0.484 0.499 -1.758 0.359
H -1.530871 -1.561843 -0.041600 1.197 0.796 0.549 0.167
H -1.125021 0.037501 -1.404823 0.921 0.989 1.301 0.719
H 1.700873 0.325192 -1.066381 -1.217 1.197 -0.614 0.004
H 0.773703 0.558401 -2.625969 0.044 1.027 1.675 0.461
H 2.291654 3.000920 1.623640 -0.342 -0.661 -1.775 0.584
H 1.951800 1.347282 0.926952 -0.082 1.671 -0.716 -0.254
H 3.737621 2.119650 -1.085823 -0.285 0.041 1.495 0.360
H 4.053513 4.282724 -0.682968 0.193 -0.664 0.640 0.423
H -0.850374 4.085616 -0.295416 0.813 -1.626 0.496 0.828
H 0.291485 3.395314 2.311217 -1.008 -0.301 -1.299 0.561
H -0.987295 2.102519 2.102100 0.638 1.651 -0.853 0.134
H -1.287669 2.378206 -1.596027 0.183 -0.393 0.759 0.530
H -3.003149 2.967356 0.003248 0.770 -1.713 -0.149 0.399
H -2.695178 1.417727 0.928181 0.567 0.439 -1.612 0.354
H -3.213711 1.549279 -2.228285 -0.748 -0.723 1.365 0.302
H -3.603510 0.064876 -1.144817 -0.235 1.576 0.010 0.235
H -5.862100 1.330477 -1.742844 1.114 0.550 1.085 0.338
H -5.388380 1.825627 0.049898 0.056 -0.113 -1.632 0.268
C 5.623448 -1.750679 -0.794960 0.327 0.214 0.099 -0.422
O 4.917969 -2.545451 -1.748362 -0.054 -0.354 -0.108 -0.278
C 5.362497 -3.811101 -1.848304 0.030 -0.141 -0.089 0.705
O 6.270006 -4.294275 -1.218909 -0.431 0.262 -0.250 -0.526
O 4.617794 -4.442030 -2.772028 0.115 0.388 0.301 -0.316
C 4.981317 -5.805987 -2.984542 0.084 -0.495 -0.134 -0.622
H 5.183950 -0.757518 -0.799753 0.004 -0.398 -0.380 -0.137
H 5.519987 -2.169920 0.208433 0.147 -0.040 -0.128 0.304
H 6.676808 -1.662517 -1.070369 -0.081 -0.180 0.126 0.419
H 4.852613 -6.386398 -2.068271 0.173 0.113 -0.060 0.293
H 6.008901 -5.878978 -3.347042 -0.074 0.010 0.201 0.294
H 4.316578 -6.213134 -3.747157 -0.036 0.305 0.080 0.223
C -5.024582 -3.865253 -1.054740 0.194 -0.087 -0.364 -0.523
O -5.886198 -3.939390 0.078941 0.055 0.460 0.342 -0.302
C -5.810615 -2.880627 0.900999 -0.402 -0.430 0.168 0.779
O -5.096297 -1.914992 0.753145 -0.075 -0.162 -0.052 -0.501
O -6.665347 -3.080535 1.914708 0.432 0.056 -0.546 -0.324
C -6.692982 -2.026297 2.876455 -0.094 0.314 0.404 -0.589
H -5.170741 -4.770712 -1.644229 -0.159 0.048 0.261 0.233
H -5.278515 -3.003461 -1.676373 0.099 -0.013 0.137 0.249
H -3.978602 -3.821860 -0.741777 -0.114 0.122 -0.013 0.218
H -7.014243 -1.090527 2.413475 0.166 -0.086 0.011 0.273
H -5.714635 -1.908719 3.347823 -0.071 0.066 -0.163 0.273
H -7.416441 -2.296354 3.646037 0.053 -0.196 -0.248 0.222


85
Properties=species:S:1:pos:R:3:forces:R:3:lowdin_spin:R:1 method="wB97M-V/def2-TZVPD" multiplicity=3 homo_energy_ev="-10.58 / -10.58" max_force_ev_per_a=5.427 charge=+1 total_energy_ev=-168869.8768
Cu -1.403196 0.589271 3.267059 -0.004 0.220 -2.218 0.792
N -1.482227 -2.903998 3.458682 -3.110 -3.046 1.809 0.000
O -1.244760 -1.722964 3.330705 1.755 4.980 -1.253 0.053
O -2.025152 -3.306806 4.476366 0.174 0.075 1.181 0.008
O -1.340349 -3.688322 2.534430 1.166 -0.440 -2.048 0.027
N 0.733300 0.068330 0.420178 0.373 0.004 0.021 0.000
O -0.106306 0.119602 1.353816 -0.399 0.092 0.119 0.002
O 0.560703 -0.692570 -0.527583 -1.400 -1.670 -1.150 0.001
O 1.746551 0.739712 0.394211 0.769 1.446 1.106 0.000
C 3.681160 0.000270 -2.400514 0.188 -1.020 -0.179 0.000
C 4.807616 -0.969032 -2.423699 -1.081 1.602 -0.019 0.000
N 5.710608 -1.665440 -2.401647 0.642 -0.796 -0.032 0.000
H 3.899032 0.842541 -1.743850 0.031 -0.126 -0.133 0.000
H 2.809034 -0.539407 -2.031394 -0.048 0.225 0.318 0.000
H 3.404951 0.300472 -3.411302 0.284 0.198 0.050 0.000
C 0.942056 -6.445786 -0.686517 0.294 0.584 0.277 0.050
S -0.248686 -5.501182 -1.816571 -1.462 -1.584 1.953 0.217
O -1.454355 -6.493450 -1.999278 2.028 2.002 0.145 0.652
C -0.866783 -4.049101 -0.725272 -0.387 -0.775 0.212 0.054
H 0.418423 -6.974557 0.109905 -0.610 0.141 -0.357 0.003
H 1.579525 -5.714324 -0.189826 -0.118 0.502 -0.164 0.002
H 1.638350 -7.128716 -1.173233 -0.533 0.111 -0.745 0.000
H -1.281585 -4.514882 0.168644 0.203 -0.283 0.118 0.005
H -1.694813 -3.513282 -1.189351 0.307 -0.286 -0.647 0.000
H -0.092159 -3.346162 -0.418766 0.457 -0.171 -0.456 0.000
C 2.101523 3.791238 -0.964048 -1.089 -1.075 -0.330 0.000
S 1.413364 4.863615 -2.236493 2.110 1.009 -1.821 0.000
O 2.658366 5.266200 -3.095758 -2.796 -1.024 1.515 0.000
C 0.341770 3.686816 -3.235541 0.691 0.191 0.064 0.000
H 2.790752 4.310138 -0.297866 0.034 0.084 -0.481 0.000
H 2.485635 2.888821 -1.439665 0.599 0.261 0.019 0.000
H 1.265633 3.396583 -0.386446 -0.168 0.161 0.278 0.000
H 0.010254 4.229173 -4.121008 0.349 0.325 0.073 0.000
H -0.581330 3.384756 -2.740830 0.227 0.000 0.524 0.000
H 0.916559 2.824195 -3.572565 0.084 -0.060 0.153 0.000
C -3.331479 -0.857745 -0.550077 -0.480 -0.194 -0.838 0.002
S -3.898602 -0.756372 1.156245 -1.332 -1.072 0.028 0.004
O -2.999845 0.231935 1.815285 0.530 1.253 0.748 0.036
C -5.544363 0.081311 0.842051 1.064 0.360 -0.777 0.003
H -3.949944 -0.348846 -1.289411 -0.027 0.703 0.349 0.000
H -3.455006 -1.884047 -0.895804 0.363 -0.281 0.427 0.000
H -2.294122 -0.529080 -0.613156 0.062 -0.121 0.255 0.000
H -6.049428 -0.420692 0.016820 0.015 -0.477 0.264 0.000
H -5.268000 1.044471 0.413037 -0.030 0.167 0.177 0.000
H -6.211739 0.219812 1.692656 0.447 -0.358 0.162 0.000
C 3.446751 -2.386177 0.330080 0.339 -0.687 0.548 0.000
S 3.510196 -3.822306 1.529904 1.028 1.550 0.836 0.002
O 4.590387 -3.456488 2.559011 -2.018 -0.581 -1.488 0.004
C 1.824342 -3.576522 2.245771 1.283 0.781 0.922 0.000
H 3.468288 -1.437973 0.867233 -0.248 -0.140 0.244 0.000
H 2.563856 -2.454978 -0.305433 -0.092 -0.020 0.060 0.000
H 4.351183 -2.427539 -0.276870 -0.050 -0.262 0.042 0.000
H 1.723298 -2.557516 2.619287 -0.218 0.635 -1.114 0.000
H 1.795685 -3.985156 3.255859 -0.047 -1.366 -0.411 0.000
H 1.069135 -3.915180 1.536489 -0.047 0.123 0.440 0.000
C -4.263618 3.505323 1.605493 -0.402 0.027 -0.319 0.000
S -2.469590 3.696942 1.967496 -0.967 -0.869 -1.785 0.012
O -2.242639 2.586365 2.936747 0.428 -1.124 1.254 0.046
C -1.764247 3.060056 0.344822 -0.291 0.130 0.792 0.005
H -4.611545 2.484761 1.765156 0.779 -0.123 0.264 0.000
H -4.529923 3.719259 0.570408 0.313 0.443 -0.042 0.000
H -4.877477 4.115668 2.267872 0.383 0.296 0.010 0.000
H -2.338572 2.196289 0.009914 -0.007 0.049 0.198 0.000
H -0.757815 2.741387 0.616185 -0.004 -0.093 0.037 0.000
H -1.709809 3.815804 -0.438746 -0.187 0.229 0.263 0.000
C -1.076073 -0.393136 -4.147235 0.642 -0.173 -0.338 0.000
S 0.497331 -0.891063 -4.955329 0.618 1.053 0.313 0.000
O 1.496968 0.229480 -4.745828 -1.150 -1.162 0.024 0.001
C 0.898892 -2.220232 -3.799433 0.192 -0.682 -0.087 0.002
H -1.190598 0.657373 -4.414456 -0.072 -0.051 0.169 0.000
H -0.993272 -0.561456 -3.073501 -0.076 0.237 0.010 0.000
H -1.873042 -0.979519 -4.604518 -0.035 -0.015 0.104 0.000
H 1.071511 -1.890487 -2.774950 0.007 0.342 -0.070 0.000
H 1.759149 -2.760920 -4.194061 0.294 0.349 0.042 0.000
H 0.114228 -2.976677 -3.813872 -0.459 0.184 -0.083 0.002
C 1.685408 3.881743 4.979049 0.216 -1.293 -0.464 0.000
S 1.423096 3.090005 3.257122 -1.529 0.809 1.714 0.001
O 0.230157 2.141955 3.434971 1.028 0.529 0.190 0.009
C 0.790867 4.685090 2.610134 -0.250 0.460 -0.517 0.001
H 2.574810 4.511526 5.000003 -0.073 0.000 -0.345 0.000
H 1.874875 3.020626 5.619892 0.078 -0.020 -0.015 0.000
H 0.818566 4.402817 5.385455 -0.141 -0.023 -0.571 0.000
H 1.617198 5.393114 2.547135 0.371 -0.263 0.119 0.000
H 0.033066 5.191076 3.208320 -0.013 -0.531 0.462 0.000
H 0.378042 4.654165 1.601807 0.201 -0.583 -0.105 0.000


33
Properties=species:S:1:pos:R:3:forces:R:3:nbo_charge:R:1 method="wB97M-V/def2-TZVPD" multiplicity=2 homo_energy_ev="-21.36 / -22.25" max_force_ev_per_a=0.994 charge=+4 total_energy_ev=-326048.6988
Ta -1.481919 1.253637 -0.015578 0.233 0.654 -0.712 1.231
Br -0.193637 1.903443 -2.515196 -0.084 -0.084 0.009 0.285
C -0.800660 3.751580 -2.709284 0.004 0.063 -0.057 -0.489
Br -2.227888 3.931916 -1.454095 -0.027 0.122 0.182 0.299
H -1.160539 3.880617 -3.726247 0.009 -0.055 0.003 0.297
H 0.028123 4.402237 -2.448351 0.006 -0.032 0.002 0.287
C 1.113125 -2.062464 2.177465 0.027 0.073 -0.006 -0.414
N 1.649532 -2.576884 0.907610 -0.035 0.042 -0.012 -0.289
C 2.459060 -3.632876 0.817429 0.018 -0.036 -0.002 0.131
C 2.770439 -3.815519 -0.544211 0.016 0.010 0.026 0.136
N 2.143261 -2.863736 -1.225465 -0.057 0.023 -0.007 -0.277
C 2.199507 -2.720882 -2.698252 -0.034 0.028 0.000 -0.422
C 1.425301 -2.063162 -0.349154 0.053 -0.045 0.041 0.218
Se 0.567146 -0.585022 -1.012278 0.104 -0.164 0.067 0.198
H 1.421600 -2.737289 2.971171 0.011 0.017 0.002 0.276
H 0.030687 -2.048245 2.118158 0.030 -0.058 0.035 0.230
H 1.519517 -1.070297 2.364760 -0.018 0.006 -0.008 0.250
H 2.785863 -4.206799 1.673557 -0.008 0.003 0.007 0.300
H 3.395654 -4.567903 -1.005041 -0.005 -0.007 -0.012 0.303
H 2.865992 -3.490292 -3.077856 0.001 0.017 -0.009 0.275
H 2.589266 -1.737138 -2.948347 0.032 -0.021 -0.009 0.253
H 1.201211 -2.863183 -3.106286 0.010 -0.003 -0.009 0.256
Cl -1.758903 -0.245401 1.561276 -0.017 -0.425 0.378 -0.079
Ge -6.504474 1.139969 1.592430 -0.647 0.009 0.206 1.299
Cl -8.454529 1.113844 0.998863 0.044 0.004 0.044 -0.301
Cl -3.641686 1.086135 -0.568982 0.338 -0.118 -0.295 -0.127
F -1.858275 2.279330 2.879136 0.258 -0.071 0.024 -0.273
C -1.451726 2.742262 1.701167 -0.487 -0.006 0.022 0.325
F -2.191716 3.820808 1.416142 0.207 0.137 0.073 -0.280
C 0.057555 3.014688 1.660997 0.060 -0.122 -0.046 0.906
F 0.626975 1.776917 1.782655 -0.021 0.045 0.093 -0.297
F 0.283445 3.322871 0.333726 -0.013 -0.027 0.030 -0.307
F 0.592691 3.866838 2.448080 -0.007 0.020 -0.061 -0.200